Here is C33H36AsBrCuF10N7SeSi2 as an isolated structure from OMol25. Energies are from ωB97M-V/def2-TZVPD.

Positions of all 92 atoms, in Å:
Br: -3.320 1.903 -3.720
Se: -0.504 -0.435 -5.314
As: 1.898 0.290 -1.136
Cu: -0.566 -1.023 -0.117
Si: 3.732 1.821 -1.345
Si: 2.754 -1.492 -2.486
F: 1.028 -6.253 3.810
F: 3.317 -4.431 1.432
F: -0.724 -3.881 -0.732
F: 0.866 -7.704 1.491
F: 2.067 -2.517 0.091
F: -0.002 -6.445 -0.775
F: 3.949 0.715 3.005
F: 0.442 -3.689 3.886
F: 4.812 -3.839 3.644
F: 5.065 -1.231 4.399
N: -0.738 0.483 1.575
N: -0.393 -0.407 -3.503
N: -2.134 -1.207 -5.348
N: 2.258 0.179 0.756
N: -1.765 -1.114 -1.730
N: -0.560 -2.317 1.501
N: 0.326 3.178 -2.370
C: 0.450 0.883 2.330
C: 4.311 -1.552 3.341
C: 4.476 -2.096 -2.022
C: 0.061 4.125 -4.551
C: 5.242 1.211 -0.406
C: 2.846 -0.598 -4.144
C: -0.212 -3.617 1.569
C: 4.237 2.240 -3.107
C: 3.238 3.444 -0.533
C: -1.000 -1.687 2.730
C: 2.802 -2.157 1.146
C: 1.621 -2.963 -2.663
C: -3.696 -1.940 -3.651
C: -2.955 -1.652 -1.386
C: -2.478 -1.388 -4.075
C: 0.089 -5.755 0.373
C: -1.626 -0.342 2.398
C: 0.242 -4.329 2.704
C: -0.268 -4.428 0.407
C: -0.842 2.562 -2.517
C: 3.700 -0.550 2.608
C: 0.759 3.946 -3.368
C: -1.175 3.512 -4.691
C: 0.515 -6.404 1.521
C: 3.438 -3.168 1.840
C: -3.924 -2.057 -2.285
C: -1.634 2.741 -3.641
C: 4.192 -2.873 2.959
C: 2.900 -0.802 1.483
C: 1.621 1.291 1.458
C: -1.513 -0.955 -3.058
C: -1.453 1.653 1.080
C: 0.584 -5.670 2.684
H: -1.761 -2.285 3.250
H: 1.866 -3.754 -1.954
H: 6.045 1.949 -0.507
H: 3.246 3.369 0.555
H: 0.576 -2.690 -2.529
H: -2.539 -0.505 1.819
H: 3.962 4.217 -0.811
H: 0.761 0.052 2.963
H: 2.406 -1.238 -4.912
H: 3.383 2.481 -3.741
H: 4.714 -2.974 -2.631
H: -1.163 1.892 -1.729
H: -4.843 -2.484 -1.905
H: 1.716 4.435 -3.214
H: -0.792 2.275 0.476
H: -1.903 0.191 3.324
H: 4.890 3.118 -3.068
H: 4.794 1.432 -3.580
H: 2.332 1.841 2.076
H: 2.281 0.337 -4.144
H: 0.473 4.733 -5.345
H: -0.198 -1.542 3.465
H: 0.199 1.723 3.000
H: 1.277 1.994 0.698
H: -1.847 2.266 1.907
H: 5.239 -1.341 -2.214
H: 2.243 3.756 -0.851
H: 1.733 -3.361 -3.675
H: -3.111 -1.795 -0.323
H: -4.420 -2.259 -4.389
H: 5.617 0.251 -0.758
H: -1.760 3.612 -5.594
H: 3.875 -0.379 -4.431
H: 5.011 1.118 0.657
H: -2.285 1.333 0.451
H: 4.542 -2.396 -0.974

Electronic energy = -329034.645 eV
Total charge = -1
Spin multiplicity = 2
Energy above the lowest of the compared OMol25 structures with the same formula, charge and spin = 0.000 eV
HOMO-LUMO gap (alpha / beta) = 5.4195 / 6.5980 eV

Atom charges from the Löwdin analysis, given in e for atoms 1 to 4: 0.818, 0.940, 1.095, 0.240

***

Here is C33H36BCl3F5N6OS4Tc as an isolated structure from OMol25. Energies are from ωB97M-V/def2-TZVPD.

Positions of all 90 atoms, in Å:
Tc: 0.555 -0.006 -0.822
Cl: 3.227 -0.020 -3.835
Cl: 3.954 1.240 1.370
Cl: 8.041 1.592 -2.080
S: -1.804 0.219 -0.547
S: 0.228 -1.399 -2.673
S: 0.731 1.857 0.812
S: 0.649 -1.979 0.430
F: -1.044 3.309 -4.253
F: 0.189 1.639 -2.557
F: -2.362 2.337 -6.432
F: -1.248 -2.034 -5.168
F: -2.446 -0.339 -6.871
O: 2.411 0.333 -1.057
N: -2.029 -1.154 1.789
N: 2.193 -1.745 2.710
N: 0.308 -0.631 2.794
N: -1.497 3.299 1.533
N: -3.130 -2.126 0.169
N: -1.452 1.269 2.339
C: 2.154 -1.077 3.916
C: 5.876 1.369 -0.490
C: 5.567 0.791 -2.803
C: -0.489 -0.264 -3.809
C: -5.260 -2.694 -0.881
C: -1.153 4.557 0.789
C: -2.621 -2.282 2.305
C: -2.635 3.129 2.300
C: -0.471 1.112 -3.630
C: -2.252 5.588 1.034
C: -0.790 2.148 1.570
C: -3.755 -2.594 -1.119
C: 3.198 -2.825 2.394
C: -1.087 2.001 -4.486
C: -3.494 -1.658 -2.286
C: -3.145 -3.960 -1.439
C: 4.547 1.070 -0.246
C: 1.070 -1.432 2.033
C: 2.484 -4.161 2.590
C: 6.382 1.225 -1.769
C: 3.690 0.621 -1.256
C: 3.753 -2.713 0.976
C: -1.755 1.506 -5.595
C: -1.794 0.138 -5.817
C: -2.335 -1.082 0.483
C: 0.996 -0.387 3.960
C: -2.603 1.877 2.793
C: -1.091 4.253 -0.707
C: -3.298 -2.885 1.311
C: -1.169 -0.725 -4.933
C: 4.360 -2.697 3.377
C: 0.168 5.108 1.319
C: 4.244 0.501 -2.539
B: -1.194 -0.212 2.704
H: -3.383 -4.708 -0.685
H: -3.930 -0.672 -2.136
H: 0.594 0.241 4.733
H: -0.254 3.606 -0.954
H: 4.584 -3.412 0.891
H: -3.540 -4.309 -2.391
H: -3.899 -3.774 1.327
H: 0.104 5.286 2.393
H: -5.741 -3.038 -1.796
H: -0.973 5.189 -1.252
H: -3.364 3.901 2.440
H: -1.632 -0.369 3.811
H: 4.133 -1.716 0.780
H: 5.953 0.682 -3.805
H: 2.099 -4.251 3.606
H: -2.515 -2.552 3.339
H: 2.938 -1.141 4.643
H: 0.378 6.057 0.827
H: 4.791 -1.697 3.354
H: -2.017 3.779 -1.038
H: 3.023 -2.966 0.215
H: 5.134 -3.401 3.078
H: 0.996 4.433 1.121
H: -5.674 -1.719 -0.622
H: 1.656 -4.265 1.887
H: -3.295 1.367 3.437
H: 3.184 -4.977 2.413
H: 6.506 1.713 0.317
H: -2.061 -3.881 -1.526
H: -1.986 6.490 0.485
H: -2.430 -1.564 -2.487
H: -5.509 -3.399 -0.090
H: -3.220 5.251 0.665
H: 4.072 -2.947 4.398
H: -3.963 -2.105 -3.163
H: -2.335 5.858 2.087

Electronic energy = -143163.806 eV
Total charge = +1
Spin multiplicity = 2
Energy above the lowest of the compared OMol25 structures with the same formula, charge and spin = 0.477 eV
HOMO-LUMO gap (alpha / beta) = 5.8309 / 6.3957 eV

Atom charges from the Löwdin analysis, given in e for atoms 1 to 4: 0.760, 0.751, 0.720, 0.705

***

Here is C33H36F6GeMoN5O3PS2Se as an isolated structure from OMol25. Energies are from ωB97M-V/def2-TZVPD.

Positions of all 89 atoms, in Å:
Mo: 1.416 0.571 -0.595
Se: -2.860 0.452 -1.410
Ge: -5.096 0.652 0.999
S: 3.145 0.076 0.990
S: 4.554 -2.463 1.705
P: -0.972 -1.573 1.149
F: -0.432 -0.012 0.630
F: -2.492 -1.011 0.962
F: -1.492 -2.992 1.620
F: 0.569 -1.980 1.272
F: -0.961 -0.977 2.631
F: -0.973 -1.991 -0.403
O: -1.373 2.941 -1.282
O: 0.193 0.145 -2.039
O: 0.611 3.393 -3.456
N: 2.932 -2.262 -0.324
N: 0.911 2.507 -1.328
N: 2.024 -1.549 -1.143
N: 0.959 2.045 1.141
N: 2.871 1.053 -2.096
C: -0.293 -2.134 -5.398
C: -3.857 -0.901 -2.345
C: 0.083 -0.594 -3.127
C: -1.016 3.332 1.598
C: -3.944 1.137 2.473
C: 3.463 -2.673 3.158
C: 4.044 0.438 -2.273
C: -4.282 1.428 -0.680
C: 0.321 2.514 3.389
C: 1.170 1.941 2.456
C: -0.299 2.792 -0.756
C: -0.765 -0.139 -4.139
C: 3.117 2.153 -4.198
C: 1.973 -1.035 4.312
C: 3.435 -1.600 0.635
C: -0.794 3.206 2.962
C: 1.708 -2.259 -2.192
C: 4.797 0.641 -3.418
C: 3.263 -1.486 4.057
C: 0.780 -1.794 -3.242
C: 1.178 2.679 -2.671
C: 2.833 0.639 5.813
C: -6.765 1.639 1.074
C: 4.126 0.203 5.546
C: -5.477 -1.232 0.833
C: 4.336 -0.857 4.680
C: 2.285 -3.632 -2.413
C: -0.944 -0.907 -5.270
C: 4.320 1.490 -4.402
C: 1.759 0.015 5.196
C: 0.551 -2.565 -4.397
C: 2.435 1.919 -3.028
C: -0.119 2.748 0.738
H: -4.756 -1.136 -1.785
H: 4.969 0.682 6.025
H: 2.041 1.387 2.779
H: 2.677 -3.708 -3.424
H: -1.856 3.876 1.190
H: -3.881 2.404 -0.406
H: 0.541 2.393 4.438
H: -1.590 -0.551 -6.062
H: 2.504 -3.042 2.796
H: 1.482 -4.365 -2.310
H: 4.884 1.647 -5.311
H: -4.352 2.020 2.967
H: -1.238 0.829 -4.019
H: 2.699 2.857 -4.903
H: -4.107 -0.512 -3.332
H: -3.212 -1.771 -2.436
H: 3.954 -3.490 3.689
H: -5.078 1.538 -1.418
H: -6.347 -1.383 0.193
H: -4.635 -1.818 0.467
H: -7.382 1.437 0.199
H: -7.324 1.330 1.958
H: 1.132 -1.523 3.831
H: 0.749 0.332 5.421
H: 5.743 0.130 -3.521
H: 5.345 -1.196 4.478
H: -2.932 1.342 2.129
H: -5.723 -1.600 1.830
H: 2.666 1.450 6.509
H: -3.884 0.322 3.192
H: 3.063 -3.871 -1.704
H: 4.374 -0.219 -1.482
H: 1.031 -3.523 -4.513
H: -6.590 2.712 1.142
H: -0.438 -2.742 -6.280
H: -1.486 3.632 3.676

Electronic energy = -219382.564 eV
Total charge = +1
Spin multiplicity = 4
Energy above the lowest of the compared OMol25 structures with the same formula, charge and spin = 0.000 eV
HOMO-LUMO gap (alpha / beta) = 7.5854 / 5.7217 eV

Atom charges from the Löwdin analysis, given in e for atoms 1 to 4: 1.603, 1.267, 0.777, 0.690

***

Here is C33H36F6GeMoN5O3PS2Se as an isolated structure from OMol25. Energies are from ωB97M-V/def2-TZVPD.

Positions of all 89 atoms, in Å:
Mo: -0.219 -0.316 -0.498
Se: 1.514 3.139 1.699
Ge: -0.087 5.428 3.236
S: 1.849 -0.044 -1.813
S: 2.596 2.313 -3.462
P: 1.773 -3.554 0.073
F: 1.402 -3.800 -1.454
F: 1.959 -3.057 1.581
F: 0.508 -2.213 -0.028
F: 2.843 -4.700 0.155
F: 2.805 -2.426 -0.381
F: 0.545 -4.444 0.524
O: -3.883 -0.171 1.384
O: -1.852 0.348 3.331
O: -1.043 0.075 -2.335
N: -1.814 -1.806 -0.912
N: 1.025 -0.094 1.354
N: -1.562 -0.327 1.117
N: -0.085 1.815 -0.630
N: 0.578 2.340 -1.775
C: 1.501 1.592 -2.265
C: -1.395 2.110 -0.571
C: -0.526 6.025 1.451
C: -1.714 -2.742 -1.856
C: -2.983 -1.590 -0.301
C: 2.321 0.083 3.793
C: -4.126 -2.274 -0.627
C: 0.325 6.873 4.430
C: 0.860 0.883 -8.240
C: -2.010 2.540 0.711
C: 0.935 0.138 3.729
C: 3.038 -0.055 2.617
C: 2.360 -0.145 1.412
C: 1.329 2.186 -8.280
C: -3.400 2.029 -4.231
C: 1.502 2.900 -7.097
C: -2.913 -0.608 0.831
C: -1.834 1.077 -2.682
C: 0.569 0.294 -7.013
C: 1.199 2.323 -5.872
C: -2.476 1.053 -3.923
C: -1.361 4.172 3.967
C: 1.383 3.098 -4.595
C: -2.816 -3.497 -2.215
C: 1.662 4.418 3.055
C: -3.126 3.084 -2.104
C: 0.336 0.038 2.497
C: -2.138 2.129 -1.785
C: -4.036 -3.251 -1.608
C: -1.169 0.053 2.381
C: 2.862 3.734 0.473
C: -3.741 3.050 -3.326
C: 0.738 1.010 -5.839
H: -4.475 3.797 -3.595
H: -1.308 2.507 1.537
H: -2.903 1.975 0.978
H: -1.451 4.329 5.042
H: -4.910 -3.827 -1.886
H: -3.890 1.995 -5.197
H: -2.253 0.251 -4.614
H: 2.682 4.782 0.235
H: -5.043 -2.049 -0.100
H: 0.611 6.489 5.410
H: 0.301 0.228 4.602
H: 0.731 0.323 -9.158
H: 0.154 6.817 1.135
H: 1.873 3.919 -7.132
H: -0.466 5.205 0.729
H: 1.568 2.649 -9.230
H: -2.341 4.324 3.513
H: 2.785 3.120 -0.422
H: 2.878 -0.281 0.475
H: -1.073 3.131 3.807
H: 0.221 -0.731 -6.974
H: -0.560 7.502 4.549
H: -2.315 3.582 0.556
H: 1.136 7.485 4.034
H: 1.742 4.106 -4.797
H: -3.367 3.871 -1.398
H: 2.492 5.091 2.842
H: 3.821 3.607 0.975
H: -2.705 -4.269 -2.964
H: 0.543 0.533 -4.882
H: 0.461 3.178 -4.022
H: 1.826 3.878 3.993
H: 2.830 0.129 4.747
H: -1.543 6.418 1.429
H: 4.117 -0.128 2.614
H: -0.741 -2.882 -2.309

Electronic energy = -219380.855 eV
Total charge = +1
Spin multiplicity = 4
Energy above the lowest of the compared OMol25 structures with the same formula, charge and spin = 1.709 eV
HOMO-LUMO gap (alpha / beta) = 7.1609 / 4.1411 eV

Atom charges from the Löwdin analysis, given in e for atoms 1 to 4: 1.686, 1.203, 0.757, 0.680

***

Here is C33H36LuN4O4PS as an isolated structure from OMol25. Energies are from ωB97M-V/def2-TZVPD.

Positions of all 80 atoms, in Å:
Lu: -1.430 -0.670 0.835
S: -2.203 -2.521 -0.927
P: 0.275 1.670 -0.771
O: -2.556 0.767 -0.425
O: 0.915 -3.253 2.254
O: -3.369 2.600 0.608
O: -1.131 -2.478 2.113
N: -3.907 -1.105 1.410
N: -2.326 0.842 2.780
N: 0.366 -0.267 2.473
N: 0.708 -1.340 0.001
C: 0.854 0.118 -2.979
C: 2.783 1.251 -2.079
C: 1.231 4.126 0.172
C: 2.987 -3.335 -1.542
C: -0.476 -4.182 0.605
C: -0.474 -6.048 -1.467
C: 1.384 1.037 -2.089
C: -1.044 4.466 -3.503
C: 1.956 4.917 1.050
C: -2.744 2.018 -0.319
C: -2.137 2.842 -1.477
C: -0.195 -3.275 1.769
C: 1.397 2.736 0.129
C: 0.153 -5.464 0.769
C: 3.048 -0.455 -3.718
C: 1.771 -1.725 -0.209
C: -0.271 -0.057 3.786
C: -1.244 1.103 3.717
C: 2.389 2.133 0.899
C: -3.413 0.171 3.400
C: -2.931 3.766 -2.181
C: 1.655 -0.516 -3.860
C: -1.234 -3.921 -0.516
C: 3.230 2.945 1.705
C: 3.628 0.487 -2.876
C: -2.413 4.546 -3.193
C: -4.414 -0.026 2.276
C: -0.789 2.868 -1.719
C: 0.154 -6.401 -0.259
C: -1.145 -4.836 -1.593
C: -0.243 3.577 -2.790
C: 3.106 -2.192 -0.497
C: 3.010 4.327 1.768
H: -0.801 -0.992 3.981
H: 0.875 -1.147 2.434
H: -3.948 3.829 -1.910
H: -3.051 -0.779 3.803
H: -1.559 -4.580 -2.551
H: 1.851 6.002 1.090
H: -3.884 0.744 4.220
H: 1.051 0.480 2.244
H: 3.612 -2.597 0.400
H: -1.634 1.188 4.707
H: -3.066 5.295 -3.645
H: 3.669 -1.058 -4.329
H: -0.833 2.071 3.444
H: 0.815 3.531 -2.967
H: -2.624 1.668 2.316
H: -4.614 0.909 1.683
H: 3.979 -3.628 -2.035
H: -0.541 -6.766 -2.270
H: 0.416 0.118 4.558
H: -4.086 -2.037 1.822
H: -5.375 -0.292 2.757
H: -0.530 5.033 -4.268
H: 2.619 1.080 0.840
H: -4.392 -1.126 0.499
H: 2.334 -2.980 -2.409
H: -0.201 -0.077 -3.050
H: 3.981 2.426 2.278
H: 1.250 -1.237 -4.562
H: 2.560 -4.183 -1.052
H: 3.238 1.889 -1.388
H: 0.465 4.562 -0.434
H: 4.672 0.801 -2.820
H: 3.729 4.998 2.331
H: 0.668 -5.637 1.709
H: 0.647 -7.385 -0.131
H: 3.799 -1.368 -0.827

Electronic energy = -102706.165 eV
Energy above the lowest of the compared OMol25 structures with the same formula, charge and spin = 0.000 eV
HOMO-LUMO gap = 7.2640 eV

Atom charges from the Löwdin analysis, given in e for atoms 1 to 4: 1.453, 0.527, 1.120, -0.242